P | Formula: C6H12
Source: OMol25
Level of theory: ωB97M-V/def2-TZVPD

Last column: Mulliken charge in e.
Cartesian coordinates (Å):
C -0.5331 -0.1893 -2.2867  -1.07
C 0.6465 0.5310 -1.5741  -0.44
C 0.1700 1.3011 -0.2974  -0.90
C -0.4497 0.2970 0.6044  -0.02
C 0.3465 -0.3721 1.4684  -0.18
C -0.0585 -1.1187 2.6874  -1.23
H -0.4056 -1.2416 -2.0461  0.28
H -0.3017 -0.2160 -3.3602  0.34
H -1.5493 0.1572 -2.1196  0.32
H 1.0209 1.2820 -2.2795  0.36
H 1.3411 -0.2631 -1.3165  0.30
H -0.4803 2.0920 -0.6649  0.36
H 1.0080 1.8380 0.1621  0.32
H -1.5007 0.0607 0.5875  0.34
H 1.3915 -0.0800 1.3858  0.29
H -0.9520 -1.7445 2.5954  0.32
H -0.3619 -0.4442 3.4937  0.28
H 0.6684 -1.8895 2.9603  0.33

## Properties
Net charge: 0
Highest occupied orbital energy: -8.862 eV
Frontier orbital gap: 10.11 eV

Q | Formula: C6H12
Source: OMol25
Level of theory: ωB97M-V/def2-TZVPD

Last column: Mulliken charge in e.
Cartesian coordinates (Å):
C -1.9719 -0.6739 -0.3462  -1.16
C -1.0492 0.4669 -0.7713  -0.60
C 0.3828 -0.0106 -0.9097  -0.11
C 1.5458 0.9357 -0.7076  -0.85
C 1.2390 -0.1001 0.3474  0.09
C 0.7006 0.4515 1.8483  -1.21
H -1.9749 -1.4680 -1.1022  0.33
H -1.6330 -1.1209 0.5964  0.27
H -3.0035 -0.3322 -0.2125  0.36
H -1.0894 1.2818 -0.0395  0.31
H -1.3993 0.8973 -1.7179  0.35
H 0.4882 -0.7201 -1.7450  0.38
H 1.2815 1.9334 -0.3627  0.22
H 2.3705 0.9468 -1.4297  0.29
H 1.6628 -0.7683 1.0464  0.35
H 1.4175 1.1959 2.2263  0.35
H 0.6290 -0.3132 2.6727  0.35
H -0.2885 0.8597 1.7224  0.27

## Properties
Net charge: 0
Highest occupied orbital energy: -9.884 eV
Frontier orbital gap: 11.10 eV

R | Formula: C6H12
Source: OMol25
Level of theory: ωB97M-V/def2-TZVPD

Last column: Mulliken charge in e.
Cartesian coordinates (Å):
C -1.1205 -1.5553 -0.9917  -1.11
C -0.3527 -1.2791 0.3004  -0.53
C -0.4154 0.1786 0.7082  0.09
C 0.6172 0.7243 1.6426  -0.90
C 0.4730 1.1680 0.0704  0.06
C 1.6038 0.8538 -0.8471  -1.28
H -2.1702 -1.2509 -0.8959  0.31
H -0.6913 -0.9957 -1.8314  0.25
H -1.1019 -2.6200 -1.2503  0.35
H 0.6904 -1.6050 0.1936  0.23
H -0.7728 -1.8794 1.1188  0.33
H -1.4317 0.5156 0.9025  0.37
H 1.4776 0.1128 1.8819  0.28
H 0.2574 1.3289 2.4910  0.30
H 0.4227 2.1608 0.5655  0.31
H 2.3881 1.6176 -0.8361  0.35
H 1.2205 0.7899 -1.8700  0.29
H 2.0666 -0.1095 -0.6004  0.30

## Properties
Net charge: 0
Highest occupied orbital energy: -8.672 eV
Frontier orbital gap: 9.92 eV

S | Formula: C6H12
Source: OMol25
Level of theory: ωB97M-V/def2-TZVPD

Last column: Mulliken charge in e.
Cartesian coordinates (Å):
C 0.5283 0.6522 1.6373  -1.28
C 0.7693 0.9260 0.1647  0.04
C 0.7678 -0.1482 -0.9002  0.11
C 0.7302 -1.6191 -0.5537  -1.52
C -0.4170 0.7640 -0.7489  0.09
C -1.7482 0.2005 -0.3089  -1.65
H 0.9477 -0.2934 2.0028  0.26
H -0.5538 0.6240 1.8076  0.26
H 0.9358 1.4677 2.2431  0.35
H 1.4208 1.7705 -0.0573  0.40
H 1.3873 0.0681 -1.7688  0.38
H 0.2341 -2.2057 -1.3368  0.34
H 0.2105 -1.8144 0.3898  0.33
H 1.7525 -1.9986 -0.4441  0.36
H -0.5493 1.5275 -1.5118  0.37
H -1.7040 -0.6799 0.3415  0.36
H -2.2083 -0.1272 -1.2405  0.40
H -2.4019 0.9393 0.1733  0.38

## Properties
Net charge: 0
Highest occupied orbital energy: -9.683 eV
Frontier orbital gap: 10.83 eV

Which structure is most stable? S, by 0.0136 hartree over the runner-up.

P | Formula: C6H12
Source: OMol25
Level of theory: ωB97M-V/def2-TZVPD

Last column: Mulliken charge in e.
Cartesian coordinates (Å):
C 1.7475 1.0401 -0.5059  -1.04
C 1.3836 -0.2666 0.2189  -0.63
C 0.1682 -0.8921 -0.4302  -0.03
C -0.9363 -1.5972 0.3126  -0.78
C -1.1759 -0.2575 -0.3299  0.25
C -1.5193 0.9245 0.5354  -1.47
H 1.8705 0.8244 -1.5736  0.30
H 0.9446 1.7846 -0.4122  0.22
H 2.6573 1.5413 -0.1559  0.36
H 1.2259 -0.0976 1.2890  0.28
H 2.1876 -1.0063 0.1633  0.31
H 0.3534 -1.2802 -1.4324  0.35
H -0.8808 -1.6056 1.3979  0.24
H -1.4028 -2.4895 -0.1004  0.28
H -1.7163 -0.2744 -1.2664  0.36
H -2.5658 0.7912 0.8186  0.40
H -1.4209 1.8877 0.0192  0.33
H -0.9204 0.9731 1.4520  0.28

## Properties
Net charge: 0
Highest occupied orbital energy: -9.835 eV
Frontier orbital gap: 11.07 eV

Q | Formula: C6H12
Source: OMol25
Level of theory: ωB97M-V/def2-TZVPD

Last column: Mulliken charge in e.
Cartesian coordinates (Å):
C -0.0772 -1.7743 0.7394  -1.22
C 0.3686 -1.2360 -0.6228  -0.20
C 1.6869 -0.5168 -0.5466  -0.09
C 1.9197 0.7011 -1.0288  -0.84
C -1.1414 2.0153 0.4130  -0.44
C -2.2072 1.2425 0.5906  -0.46
H -0.1324 -0.9691 1.4817  0.29
H 0.6289 -2.5235 1.1164  0.38
H -1.0632 -2.2478 0.6746  0.32
H -0.3923 -0.5575 -1.0274  0.25
H 0.4538 -2.0761 -1.3262  0.29
H 2.4957 -1.0548 -0.0473  0.28
H 2.8944 1.1747 -0.9454  0.25
H 1.1385 1.2686 -1.5323  0.29
H -0.1352 1.6628 0.6310  0.27
H -1.2296 3.0310 0.0336  0.23
H -2.1173 0.2270 0.9707  0.16
H -3.2129 1.5908 0.3683  0.24

## Properties
Net charge: 0
Highest occupied orbital energy: -9.655 eV
Frontier orbital gap: 10.88 eV

Which structure is most stable? P, by 0.0309 hartree over the runner-up.

P | Formula: C6H12
Source: OMol25
Level of theory: ωB97M-V/def2-TZVPD

Last column: Mulliken charge in e.
Cartesian coordinates (Å):
C -0.5435 0.9364 -1.7516  -0.94
C -0.9696 1.0650 -0.1964  -0.47
C -0.6196 -0.3063 0.4682  0.76
C -1.6694 -1.0506 0.9626  -1.17
C 0.7773 -0.4478 1.0599  -0.55
C 2.0715 -0.4195 0.0890  -1.16
H -1.2029 0.2558 -2.3413  0.27
H -0.4995 1.8577 -2.2498  0.36
H 0.5507 0.5850 -1.7311  0.17
H -2.0606 1.3034 -0.1391  0.33
H -0.2861 1.7487 0.4069  0.25
H -1.5627 -1.9857 1.4388  0.31
H -2.7994 -0.9496 0.8714  0.23
H 0.8458 -1.4070 1.6620  0.32
H 0.7797 0.2987 1.8529  0.32
H 2.2405 0.5402 -0.3847  0.30
H 3.0031 -0.7403 0.6080  0.36
H 1.9447 -1.2840 -0.6256  0.30

## Properties
Net charge: 0
Highest occupied orbital energy: -9.069 eV
Frontier orbital gap: 10.09 eV

Q | Formula: C6H12
Source: OMol25
Level of theory: ωB97M-V/def2-TZVPD

Last column: Mulliken charge in e.
Cartesian coordinates (Å):
C -1.6257 0.8315 0.7648  -1.58
C -0.6777 0.1006 -0.1871  0.68
C -1.1562 -1.3332 -0.4251  -1.42
C 0.7360 0.1595 0.3767  -0.14
C 1.8961 -0.5033 -0.3063  -0.61
C 1.8001 0.9965 -0.2778  -0.67
H -1.2647 1.8419 0.9865  0.37
H -2.6364 0.9090 0.3493  0.41
H -1.6942 0.2834 1.7141  0.35
H -0.6834 0.6247 -1.1541  0.15
H -0.5770 -1.8256 -1.2137  0.34
H -1.0602 -1.9343 0.4872  0.31
H -2.2104 -1.3451 -0.7274  0.41
H 0.7672 0.1351 1.4654  0.39
H 2.6455 -0.9870 0.3146  0.25
H 1.7107 -1.0035 -1.2531  0.24
H 1.5382 1.4895 -1.2112  0.24
H 2.4940 1.5564 0.3431  0.26

## Properties
Net charge: 0
Highest occupied orbital energy: -10.163 eV
Frontier orbital gap: 11.42 eV

R | Formula: C6H12
Source: OMol25
Level of theory: ωB97M-V/def2-TZVPD

Last column: Mulliken charge in e.
Cartesian coordinates (Å):
C 1.5457 -1.3541 -0.1977  -1.01
C 1.6826 0.0631 0.3588  -0.33
C 0.3665 0.5548 0.9811  -0.89
C -0.7615 0.9055 0.0223  0.06
C -2.1330 0.3417 0.2077  -0.70
C -1.3737 -0.0059 -1.0465  -0.53
H 0.7434 -1.3624 -0.9290  0.15
H 1.3032 -2.0693 0.6006  0.29
H 2.4274 -1.7186 -0.7337  0.35
H 2.4695 0.0655 1.1230  0.30
H 2.0081 0.7580 -0.4271  0.30
H 0.5359 1.4789 1.5483  0.31
H 0.0260 -0.2067 1.6969  0.31
H -0.7031 1.9442 -0.3159  0.37
H -2.2142 -0.5346 0.8547  0.23
H -3.0297 0.9431 0.1088  0.30
H -1.6226 0.5135 -1.9729  0.23
H -1.0566 -1.0422 -1.1494  0.27

## Properties
Net charge: 0
Highest occupied orbital energy: -10.031 eV
Frontier orbital gap: 11.33 eV

Which structure is most stable? Q, by 0.0112 hartree over the runner-up.

P | Formula: C6H12
Source: OMol25
Level of theory: ωB97M-V/def2-TZVPD

Last column: Mulliken charge in e.
Cartesian coordinates (Å):
C -0.7570 -1.6811 0.1627  -0.90
C 0.1276 -1.3502 1.2072  -0.45
C 0.5247 0.4521 1.2941  -0.85
C 0.8952 1.0244 0.0777  -0.18
C -0.0223 1.7179 -0.8698  -0.34
C -0.3310 0.4215 -1.5692  -0.81
H -0.4990 -0.5547 -0.7789  0.05
H -1.8272 -1.6190 0.3411  0.30
H -0.4604 -2.4314 -0.5652  0.35
H -0.2657 -1.4135 2.2197  0.35
H 1.1172 -1.8028 1.1447  0.29
H 1.3367 0.3716 2.0122  0.37
H -0.3743 0.8654 1.7545  0.30
H 1.9083 0.8514 -0.2818  0.30
H -0.8985 2.1345 -0.3627  0.25
H 0.4451 2.5055 -1.4728  0.27
H 0.4154 0.1684 -2.3255  0.30
H -1.3345 0.3400 -1.9881  0.38

## Properties
Net charge: 0
Highest occupied orbital energy: -6.909 eV
Frontier orbital gap: 7.45 eV

Q | Formula: C6H12
Source: OMol25
Level of theory: ωB97M-V/def2-TZVPD

Last column: Mulliken charge in e.
Cartesian coordinates (Å):
C 1.4828 0.4635 -1.4841  -1.12
C 0.1695 1.1744 -1.1565  -0.31
C -0.2691 1.0139 0.3077  -0.89
C -1.0248 -0.2697 0.5941  0.10
C -0.8172 -1.0368 1.8696  -0.68
C -0.3687 -1.6231 0.5609  -0.52
H 1.4192 -0.6112 -1.2925  0.25
H 2.3017 0.8630 -0.8732  0.29
H 1.7577 0.5944 -2.5361  0.35
H 0.2817 2.2412 -1.3875  0.30
H -0.6280 0.8011 -1.8130  0.28
H -0.9168 1.8553 0.5879  0.31
H 0.6127 1.0819 0.9612  0.28
H -2.0508 -0.2591 0.2265  0.37
H -0.0385 -0.6846 2.5423  0.23
H -1.6762 -1.4732 2.3707  0.27
H -0.9356 -2.4503 0.1423  0.23
H 0.7003 -1.6805 0.3796  0.24

## Properties
Net charge: 0
Highest occupied orbital energy: -10.113 eV
Frontier orbital gap: 11.42 eV

Which structure is most stable? Q, by 0.1403 hartree over the runner-up.